[1]
The following is a DFT calculation (ωB97M-V/def2-TZVPD) of a structure of composition C27H29BrF5N3O2ReSb2Te in a non-equilibrium geometry.

Structure (ORCA input):
```
! RIJCOSX wB97M-V def2-TZVPD def2/J DEFGRID3
* xyz 2 4
Re 0.2390 -1.3465 -0.3751
Br 0.7966 5.4799 -6.7319
C 1.8662 5.1494 -5.2264
C 2.2250 6.2050 -4.3876
C 3.0314 5.9659 -3.3001
C 3.4489 4.6546 -3.0162
C 3.0858 3.5937 -3.8749
C 2.3058 3.8453 -4.9749
N 4.2815 4.4606 -1.9497
N 4.6224 3.4453 -1.3904
C 4.0375 2.2975 -1.0148
C 4.8553 1.1587 -0.8570
C 4.3330 -0.0905 -0.6270
C 2.9456 -0.2537 -0.4966
O 2.3448 -1.3797 -0.3676
C 2.1191 0.9229 -0.4624
N 0.8047 0.6797 -0.1795
C -0.0207 1.7265 -0.1103
C 0.4125 3.0342 -0.3002
C 1.7342 3.2819 -0.6026
C 2.6245 2.2025 -0.7195
H 1.8860 7.2072 -4.6088
H 3.3364 6.7739 -2.6475
H 3.4612 2.5949 -3.6884
H 2.0418 3.0489 -5.6568
H 5.9226 1.2846 -0.9907
H 4.9646 -0.9668 -0.5712
H -1.0564 1.5164 0.1249
H -0.2935 3.8464 -0.2034
H 2.0770 4.3011 -0.7158
C -3.7816 -2.8446 -0.9673
Sb -2.4256 -1.2472 -0.6317
C -2.8177 0.0704 -2.2805
C -3.3754 -0.1895 1.0735
C -3.5862 -1.1101 2.2151
C -4.8090 -1.7759 2.3268
C -5.0773 -2.6257 3.3822
C -4.1058 -2.8476 4.3498
C -2.8872 -2.2041 4.2499
C -2.6055 -1.3316 3.1986
C -1.2862 -0.6420 3.1818
Sb 0.3280 -1.8221 2.2720
C 0.2618 -3.6568 3.3274
C 2.1487 -0.9887 2.9971
H -4.7356 -2.3998 -1.2469
H -3.8725 -3.4181 -0.0506
H -3.4007 -3.4762 -1.7645
H -3.5393 0.8203 -1.9587
H -3.2504 -0.5116 -3.0920
H -1.9142 0.5617 -2.6360
H -4.3143 0.1377 0.6281
H -2.7535 0.6755 1.2970
H -5.5699 -1.5943 1.5758
H -6.0419 -3.1077 3.4638
H -4.3049 -3.5098 5.1810
H -2.1350 -2.3611 5.0152
H -0.9104 -0.5056 4.1971
H -1.2986 0.3234 2.6789
H 0.1895 -3.3946 4.3836
H 1.1832 -4.1939 3.1238
H -0.5912 -4.2472 3.0143
H 2.1490 -1.0816 4.0819
H 2.2450 0.0590 2.7166
H 2.9687 -1.5704 2.5799
F 1.7184 -3.6903 0.7818
Te 0.0031 -3.9068 -0.3295
F -1.3967 -4.9298 -1.0297
F 1.1713 -4.7688 -1.4663
F -0.0139 -5.3570 0.8819
F -1.5563 -3.3247 0.9561
O -0.4431 -2.6529 -1.7551
*
```

Output
E_LUMO (spin up / spin down) (eV): -7.9358 / -8.2844

---

[2]
The following is a DFT calculation (ωB97M-V/def2-TZVPD) of a structure of composition C2H7N3O2 in a non-equilibrium geometry.

Structure (ORCA input):
```
! RIJCOSX wB97M-V def2-TZVPD def2/J DEFGRID3
* xyz 0 1
C -0.2978 -0.6009 -0.0844
N -0.9466 0.4810 -0.8352
C 0.9355 0.3324 0.2571
N -0.8935 -1.1573 1.0754
N 2.0411 0.0224 -0.5704
O -2.1946 0.7536 -0.3492
O 1.0933 0.6737 1.4420
H -2.6866 1.0846 -1.1161
H -0.0490 1.3553 -0.3698
H -0.0624 -1.3668 -0.8281
H -1.3260 -0.4524 1.6694
H -0.2560 -1.6226 1.7088
H 1.8318 -0.1734 -1.5395
H 2.8109 0.6704 -0.4601
*
```

Output
E_LUMO (eV): 0.2162
Relative energy (zero: lowest compared OMol25 entry of this formula, charge and spin) (kJ/mol): 522.3

---

[3]
The following is a DFT calculation (ωB97M-V/def2-TZVPD) of the ion C6H8NO with charge -1 in a non-equilibrium geometry.

Structure (ORCA input):
```
! RIJCOSX wB97M-V def2-TZVPD def2/J DEFGRID3
* xyz -1 3
C 0.5799 0.8056 -0.9699
C -0.2358 1.5859 -0.1214
C 0.5474 -0.2242 1.1507
C -0.8254 -0.9725 -0.6183
C 0.5992 -0.5391 -0.3621
C -0.6913 0.7499 0.9685
N -1.6532 -0.2783 0.2919
O -2.8495 0.1131 -0.3313
H 0.7617 1.3005 -1.8753
H -0.8298 2.5189 -0.4576
H 0.3875 -1.1898 1.6592
H 1.4541 0.3784 1.6305
H -1.2561 -0.7854 -1.6498
H -0.9329 -2.1384 -0.4088
H 1.4026 -1.2690 -0.5786
H -1.0271 1.2192 1.7821
*
```

Output
E_LUMO (spin up / spin down) (eV): 4.4311 / 4.0187

---

[4]
The following is a DFT calculation (ωB97M-V/def2-TZVPD) of the molecule C3H3NO.

Structure (ORCA input):
```
! RIJCOSX wB97M-V def2-TZVPD def2/J DEFGRID3
* xyz 0 1
O -0.8139 -1.3142 1.8642
C 0.5740 -0.0308 -1.3830
C 0.3887 0.8279 -0.2822
N -0.2663 0.6771 0.8134
C -0.8628 -0.5898 0.9075
H 1.5636 -0.5145 -1.3969
H 0.8490 1.8108 -0.5070
H -1.4322 -0.8666 -0.0161
*
```

Output
E_LUMO (spin up / spin down) (eV): -2.1290 / -2.1296
Relative energy (zero: lowest compared OMol25 entry of this formula, charge and spin) (kJ/mol): 409.8

---

[5]
The following is a DFT calculation (ωB97M-V/def2-TZVPD) of the ion C4H9NO2 with charge -2 in a non-equilibrium geometry.

Structure (ORCA input):
```
! RIJCOSX wB97M-V def2-TZVPD def2/J DEFGRID3
* xyz -2 1
C 0.1785 -0.2415 -1.9309
O 0.5012 0.6869 -2.8146
C 0.3028 0.2718 -0.4290
C -0.3779 -0.5735 0.7526
C 0.5366 -0.5458 2.0842
O 0.4280 -1.5131 2.9944
N -0.4745 1.6451 -0.4119
H -0.9581 -0.6317 -1.8145
H 0.6681 -1.2930 -1.8414
H 1.3680 0.3852 -0.2464
H -1.3306 0.0859 0.8567
H -0.7847 -1.5416 0.3796
H 0.1779 0.4874 2.5096
H 1.6394 -0.4198 1.6620
H -1.4636 1.2649 -0.3939
H -0.4109 1.9326 -1.3564
*
```

Output
SMILES string: N[C@H](C[O-])CC[O-]
E_LUMO (eV): 7.2223
Relative energy (zero: lowest compared OMol25 entry of this formula, charge and spin) (kJ/mol): 113.3

---

[6]
The following is a DFT calculation (ωB97M-V/def2-TZVPD) of the molecule C5H11NO.

Structure (ORCA input):
```
! RIJCOSX wB97M-V def2-TZVPD def2/J DEFGRID3
* xyz 0 1
C -0.9314 -1.0684 -0.8717
C -0.6948 0.3130 -0.2713
C -1.5602 0.5654 0.9551
N 0.7489 0.4789 0.1412
C 1.2838 -0.6494 0.9359
C 1.7180 0.6803 -0.9207
O 1.5025 0.4222 -2.0761
H -0.7219 -1.8442 -0.1294
H -1.9820 -1.1413 -1.1719
H -0.3062 -1.2303 -1.7532
H -0.8675 1.0803 -1.0316
H -1.4300 1.5829 1.3464
H -2.6141 0.4440 0.6869
H -1.3099 -0.1528 1.7434
H 1.8867 -0.3180 1.7675
H 1.7212 -1.4327 0.3380
H 0.8844 1.2336 0.8235
H 2.6726 1.0364 -0.5121
*
```

Output
E_LUMO (eV): 0.6571
Relative energy (zero: lowest compared OMol25 entry of this formula, charge and spin) (kJ/mol): 365.3

---

[7]
The following is a DFT calculation (ωB97M-V/def2-TZVPD) of the molecule C6H11ClN4O in a non-equilibrium geometry.

Structure (ORCA input):
```
! RIJCOSX wB97M-V def2-TZVPD def2/J DEFGRID3
* xyz 0 1
Cl 0.7910 -2.2730 -0.3573
N 1.1086 1.6013 -2.3822
O -2.2090 0.1972 0.2064
C 1.2621 1.9709 -1.1487
C 0.2207 0.5727 -2.3474
C -0.2183 0.3744 -1.0739
N 2.1014 2.9528 -0.8241
N 0.4720 1.2352 -0.2539
N 0.1469 -2.3409 2.6133
C -0.4091 -1.1690 1.8930
C -1.2555 -0.5784 -0.5300
C -0.7107 -1.6463 0.4191
H -2.3203 1.1908 -0.0600
H -0.1428 0.0990 -3.1985
H 2.7941 3.1424 -1.6389
H 1.7930 3.8382 -0.3694
H 0.2187 1.4734 0.7503
H 1.0260 -2.6452 2.2515
H -0.4695 -3.1060 2.7570
H 0.4005 -0.3904 1.9078
H -1.4026 -0.9600 2.3404
H -1.7495 -1.1089 -1.3889
H -1.4475 -2.4303 0.4345
*
```

Output
SMILES string: NC[C@H](Cl)[C@@H](O)c1cnc(N)[nH]1
E_LUMO (eV): 0.4878
Relative energy (zero: lowest compared OMol25 entry of this formula, charge and spin) (kJ/mol): 65.7

---

[8]
The following is a DFT calculation (ωB97M-V/def2-TZVPD) of a structure of composition C12H29NO2S2Sc in a non-equilibrium geometry.

Structure (ORCA input):
```
! RIJCOSX wB97M-V def2-TZVPD def2/J DEFGRID3
* xyz 3 1
Sc 0.7917 0.3326 -0.0737
S -0.6603 2.4891 -0.1372
S -0.5953 -1.9715 0.1673
C -2.5166 2.4326 -0.1046
C -0.4499 2.5254 -1.9440
C -0.8423 1.2458 -2.6392
N -0.0828 0.0507 -2.1348
C -0.8498 -1.1863 -2.4541
C -0.4099 -2.3577 -1.5826
H 0.5887 2.7956 -2.1408
H -1.0916 3.3330 -2.2873
H -0.6839 1.3527 -3.7241
H -1.9086 1.0503 -2.4719
H -0.7399 -1.4486 -3.5241
H -1.9168 -0.9974 -2.2501
H 0.6310 -2.6370 -1.7731
H -1.0417 -3.2231 -1.8037
C -2.4252 -2.3748 0.2462
H 0.7882 0.0046 -2.6763
H -2.9704 -1.6527 -0.3831
H -2.7766 -2.3437 1.2892
H -2.6021 -3.3949 -0.1317
H -2.8428 2.5431 0.9360
H -2.9226 1.4995 -0.5231
H -2.8901 3.3039 -0.6596
C 2.9703 0.4586 -1.0868
C 3.8329 0.7908 -0.0688
H 2.7042 1.2427 -1.7980
H 2.7356 -0.5851 -1.3440
H 3.9774 1.8457 0.1914
H 4.4628 0.0733 0.4923
C -1.9629 0.2231 2.0577
O -0.5187 0.4335 1.8683
C 0.2948 0.1778 3.0715
C 1.7771 0.2753 2.6902
O 2.0090 -0.3447 1.4035
C 2.5163 -1.6833 1.4426
H -2.3011 -0.4437 1.2719
H -2.4962 1.1743 1.9882
H -2.1138 -0.2783 3.0269
H 0.0165 0.9592 3.7963
H 0.0544 -0.8404 3.4391
H 2.1486 1.3093 2.5579
H 2.4527 -0.2253 3.4135
H 3.0826 -1.7945 2.3896
H 1.6138 -2.3267 1.4262
H 3.1633 -1.8131 0.5506
*
```

Output
E_LUMO (eV): -11.0703